Entry 1:
Formula: C34H49Cl2FN6O4
Source: OMol25
Level of theory: ωB97M-V/def2-TZVPD

Geometry as XYZ:
```
96
Properties=species:S:1:pos:R:3
C -5.47 -5.94 0.83
C -4.80 -4.64 1.28
C -3.31 -4.79 1.57
N -2.57 -4.97 0.32
C -1.16 -4.85 0.30
F -0.66 -5.04 1.60
N -0.55 -5.87 -0.54
C -0.06 -5.31 -1.69
O 0.70 -5.83 -2.46
C -0.65 -3.89 -1.80
C -1.97 -3.95 -2.55
Cl -2.73 -5.49 -2.83
C -2.55 -2.92 -3.18
C -3.84 -2.96 -3.93
Cl -1.74 -1.40 -3.25
C -0.63 -3.51 -0.28
C -1.49 -2.33 0.18
C -0.97 -0.92 -0.15
N -2.10 0.03 -0.21
C 0.88 -3.37 0.10
O 1.20 -2.37 1.04
C 1.10 -2.77 2.39
C 1.50 -1.61 3.27
O 0.57 -0.57 3.10
C 0.41 0.30 4.21
C 1.03 1.66 3.96
O 2.43 1.58 3.78
C 2.88 1.54 2.43
C 3.76 2.76 2.11
H -4.82 -6.54 0.18
H -5.74 -6.54 1.70
H -6.39 -5.73 0.30
H -4.96 -3.84 0.57
H -5.26 -4.32 2.22
H -2.96 -3.90 2.08
H -3.17 -5.64 2.24
H -2.84 -5.82 -0.16
H 0.08 -6.50 -0.05
H 0.04 -3.31 -2.41
H -4.19 -1.96 -4.16
H -4.62 -3.46 -3.35
H -3.70 -3.52 -4.86
H -1.62 -2.39 1.26
H -2.47 -2.44 -0.29
H -0.41 -0.93 -1.08
H -0.28 -0.62 0.62
H -1.95 0.75 0.49
H -2.08 0.53 -1.09
H 1.44 -3.11 -0.80
H 1.29 -4.32 0.45
H 0.08 -3.06 2.65
H 1.75 -3.63 2.58
H 1.50 -1.97 4.30
H 2.52 -1.28 3.05
H 0.84 -0.13 5.11
H -0.67 0.44 4.36
H 0.55 2.14 3.11
H 0.84 2.28 4.84
H 2.03 1.48 1.75
H 3.45 0.62 2.28
H 4.59 2.45 1.49
H 3.18 3.50 1.56
H 4.11 3.16 3.05
C 7.35 5.84 0.09
C 6.24 6.19 -0.66
C 5.44 5.18 -1.15
N 5.67 3.88 -0.95
C 6.74 3.56 -0.23
C 7.61 4.49 0.31
H 8.01 6.60 0.51
H 6.00 7.23 -0.84
H 4.56 5.42 -1.74
H 6.91 2.50 -0.08
H 8.46 4.17 0.89
C -8.16 -1.28 -6.98
C -7.14 -0.34 -6.92
C -6.43 -0.21 -5.74
N -6.67 -0.93 -4.65
C -7.65 -1.83 -4.71
C -8.42 -2.05 -5.85
H -8.74 -1.42 -7.88
H -6.90 0.28 -7.77
H -5.63 0.51 -5.66
H -7.83 -2.41 -3.81
H -9.20 -2.79 -5.85
C 6.02 9.83 3.30
C 5.73 10.56 2.16
C 5.11 9.91 1.10
N 4.79 8.62 1.12
C 5.08 7.93 2.22
C 5.69 8.49 3.33
H 6.50 10.30 4.15
H 5.97 11.62 2.09
H 4.87 10.45 0.19
H 4.81 6.88 2.20
H 5.90 7.88 4.20
```

Values from the calculation:
- total energy (eV) = -80944.147
- M (g/mol) = 695.71
- E_LUMO (eV) = 0.7
- frontier orbital gap (eV) = 9.5
- structure (SMILES) = CCCN[C@@]1(F)NC(=O)[C@@H](/C(Cl)=C(/C)Cl)[C@]1(CCN)COCCOCCOCC.c1ccncc1.c1ccncc1.c1ccncc1
- highest occupied orbital energy (eV) = -8.8152

Entry 2:
Formula: C34H49ClIrN7O3S
Source: OMol25
Level of theory: ωB97M-V/def2-TZVPD

Geometry as XYZ:
```
96
Properties=species:S:1:pos:R:3
Ir 0.26 1.18 0.26
C 1.08 4.40 2.26
C 1.02 3.30 3.28
C 0.64 3.60 4.59
C 0.72 2.65 5.59
C 1.24 1.39 5.31
C 1.64 1.05 4.03
C 2.30 -0.29 3.81
C 1.46 2.00 3.01
N 1.72 1.58 1.64
C 2.93 1.32 1.26
C 4.15 1.60 2.06
C 3.05 0.68 -0.08
C 4.39 0.29 -0.59
N 1.94 0.50 -0.71
C 1.93 -0.01 -2.07
C 2.35 0.83 -3.10
C 2.99 2.17 -2.87
C 2.24 0.35 -4.40
C 1.79 -0.93 -4.66
C 1.45 -1.77 -3.61
C 1.50 -1.32 -2.30
C 1.20 -2.27 -1.17
H 0.32 5.16 2.46
H 0.97 4.04 1.24
H 2.05 4.91 2.32
H 0.30 4.60 4.82
H 0.42 2.90 6.60
H 1.36 0.67 6.11
H 2.01 -0.99 4.59
H 3.38 -0.19 3.86
H 2.08 -0.74 2.84
H 3.94 2.20 2.94
H 4.87 2.13 1.43
H 4.64 0.68 2.37
H 4.95 -0.23 0.19
H 4.97 1.18 -0.86
H 4.31 -0.35 -1.47
H 2.57 2.73 -2.04
H 2.91 2.79 -3.76
H 4.06 2.05 -2.67
H 2.55 0.99 -5.22
H 1.74 -1.28 -5.68
H 1.15 -2.79 -3.81
H 0.74 -3.18 -1.55
H 0.51 -1.83 -0.46
H 2.11 -2.55 -0.64
N -1.32 2.09 1.33
N -1.79 3.28 0.74
C -1.11 3.88 -0.26
N -1.58 5.04 -0.71
S 0.29 3.21 -0.95
H -2.10 1.43 1.44
H -0.98 2.28 2.27
H -2.57 3.74 1.19
H -2.40 5.49 -0.34
H -1.08 5.52 -1.44
C -2.38 -1.06 4.35
C -2.03 -1.35 2.89
C -3.27 -1.16 2.02
C -1.47 -2.77 2.76
N -1.02 -0.31 2.53
N -0.32 -0.60 1.29
H -3.17 -1.72 4.69
H -2.72 -0.03 4.47
H -1.51 -1.21 5.00
H -4.02 -1.91 2.28
H -3.05 -1.28 0.95
H -3.72 -0.18 2.19
H -2.20 -3.50 3.11
H -0.57 -2.89 3.36
H -1.24 -3.03 1.72
H -0.32 -0.31 3.26
H -0.98 -1.05 0.63
H 0.43 -1.27 1.44
C -1.13 -3.14 -5.69
C -2.25 -3.48 -4.75
C -2.91 -4.67 -4.84
C -3.96 -4.97 -3.97
Cl -4.77 -6.44 -4.10
C -4.37 -4.05 -2.96
C -3.73 -2.86 -2.84
C -2.67 -2.55 -3.74
O -2.02 -1.41 -3.72
C -2.41 -0.28 -2.92
C -1.71 -0.31 -1.56
O -1.89 -1.27 -0.81
O -0.96 0.71 -1.36
H -1.42 -3.39 -6.71
H -0.25 -3.74 -5.45
H -0.85 -2.09 -5.64
H -2.64 -5.39 -5.60
H -5.18 -4.32 -2.30
H -4.00 -2.17 -2.06
H -3.50 -0.28 -2.79
H -2.10 0.59 -3.49
```

Values from the calculation:
- total energy (eV) = -78801.577
- charge = +3
- expectation value of S² = 0.77
- 2S+1 = 2
- M (g/mol) = 863.55
- E_LUMO (alpha / beta) (eV) = -8.4 / -10.2
- frontier orbital gap (alpha / beta) (eV) = 7.6 / 5.9
- ΔE to the lowest compared entry with this formula, charge and spin (kcal/mol) = 0.0
- highest occupied orbital energy (alpha / beta) (eV) = -16.0664 / -16.0727

Entry 3:
Formula: C34H49NO2Os
Source: OMol25
Level of theory: ωB97M-V/def2-TZVPD

Geometry as XYZ:
```
87
Properties=species:S:1:pos:R:3
Os -17.67 9.41 10.64
C -16.58 5.98 4.08
C -15.82 7.13 4.73
C -15.46 8.18 3.68
C -14.51 6.49 5.36
C -16.63 7.81 5.88
C -15.98 7.95 7.15
C -16.69 8.57 8.13
N -16.27 8.74 9.47
C -15.03 8.54 10.06
C -13.80 8.54 9.48
C -12.62 8.34 10.24
C -12.77 8.16 11.64
C -13.93 8.28 12.33
C -15.08 8.54 11.51
O -16.25 8.81 12.03
C -14.02 8.30 13.83
C -12.72 7.98 14.58
C -14.97 7.14 14.21
C -14.55 9.61 14.37
C -11.29 8.22 9.65
C -10.60 6.82 9.87
C -11.35 8.48 8.15
C -10.36 9.25 10.24
C -18.10 8.90 8.01
O -18.82 9.28 9.03
C -18.70 8.89 6.67
C -17.87 8.30 5.66
C -20.08 9.39 6.37
C -20.35 9.50 4.85
C -21.19 8.59 7.18
C -20.11 10.82 6.94
H -15.93 5.67 3.25
H -16.80 5.13 4.77
H -17.55 6.21 3.62
H -15.11 7.65 2.77
H -16.37 8.71 3.39
H -14.69 8.88 4.04
H -14.11 5.78 4.57
H -13.75 7.21 5.72
H -14.82 5.82 6.10
H -14.99 7.55 7.24
H -13.77 8.75 8.41
H -11.89 7.95 12.25
H -12.37 6.96 14.40
H -11.96 8.69 14.34
H -13.00 8.11 15.64
H -14.55 6.13 13.93
H -15.08 7.11 15.28
H -15.93 7.13 13.73
H -13.88 10.44 14.12
H -15.57 9.83 14.10
H -14.56 9.47 15.43
H -11.32 6.01 9.66
H -9.77 6.66 9.20
H -10.26 6.76 10.89
H -11.97 7.73 7.73
H -11.66 9.48 7.84
H -10.35 8.39 7.69
H -10.27 9.13 11.31
H -9.35 9.18 9.80
H -10.66 10.23 10.02
H -18.31 8.09 4.72
H -20.33 8.57 4.30
H -21.35 9.94 4.73
H -19.67 10.23 4.40
H -21.17 7.57 6.86
H -21.05 8.70 8.25
H -22.18 9.04 6.86
H -19.32 11.46 6.59
H -21.04 11.30 6.70
H -20.08 10.84 7.97
C -17.07 14.84 10.24
C -18.26 13.90 10.65
C -19.57 14.08 9.83
C -18.56 14.19 12.16
C -17.93 12.48 10.60
C -17.75 11.24 10.76
H -17.45 15.81 10.48
H -16.90 14.83 9.15
H -16.15 14.50 10.77
H -19.78 15.15 9.75
H -20.44 13.63 10.23
H -19.51 13.74 8.78
H -19.09 15.13 12.31
H -17.57 14.17 12.73
H -19.19 13.44 12.61
```

Values from the calculation:
- total energy (eV) = -44085.339
- charge = +2
- expectation value of S² = 6.08
- 2S+1 = 5
- M (g/mol) = 694.00
- E_LUMO (alpha / beta) (eV) = -7.4 / -8.8
- frontier orbital gap (alpha / beta) (eV) = 6.6 / 5.7
- ΔE to the lowest compared entry with this formula, charge and spin (kcal/mol) = 0.0
- highest occupied orbital energy (alpha / beta) (eV) = -14.0876 / -14.5891

Entry 4:
Formula: C34H50AsBrMgN2O7S5Si
Source: OMol25
Level of theory: ωB97M-V/def2-TZVPD

Geometry as XYZ:
```
102
Properties=species:S:1:pos:R:3
Mg -0.84 -0.85 -1.50
O 0.01 -1.33 4.68
C 1.24 -0.94 4.49
C 2.07 -0.58 5.58
C 3.38 -0.21 5.41
C 3.94 -0.17 4.14
C 3.15 -0.51 3.05
C 1.82 -0.87 3.19
C 0.97 -1.19 1.98
O -0.19 -1.89 2.35
N 1.76 -2.01 1.06
N 1.33 -2.36 -0.14
C 1.78 -3.48 -0.59
C 1.52 -4.13 -1.84
Br 0.09 -3.55 -2.98
C 2.13 -5.27 -2.24
C 3.26 -5.97 -1.66
C 3.32 -7.36 -1.83
C 4.38 -8.10 -1.34
C 5.42 -7.47 -0.68
C 5.38 -6.10 -0.51
C 4.32 -5.35 -0.98
H -0.27 -1.70 3.41
H 1.63 -0.63 6.57
H 3.98 0.05 6.27
H 4.98 0.12 4.00
H 3.58 -0.49 2.05
H 0.70 -0.28 1.42
H 2.31 -2.72 1.55
H 2.42 -4.07 0.07
H 1.71 -5.75 -3.11
H 2.51 -7.85 -2.36
H 4.40 -9.17 -1.49
H 6.26 -8.05 -0.31
H 6.21 -5.60 -0.01
H 4.33 -4.28 -0.87
S -2.34 1.13 -8.53
C -2.00 0.72 -6.96
S -0.40 0.55 -6.32
C -0.82 0.09 -4.67
C -2.16 0.01 -4.42
S -2.93 -0.39 -2.95
S -3.21 0.40 -5.78
S 0.49 -0.17 -3.59
C -4.59 -2.73 -0.76
As -2.98 -2.22 0.25
C -3.06 -3.62 1.62
C -3.40 -0.40 0.73
O -1.73 -2.41 -0.78
H -5.47 -2.79 -0.13
H -4.40 -3.70 -1.22
H -4.75 -2.01 -1.56
H -3.43 -3.21 2.56
H -2.06 -4.00 1.76
H -3.72 -4.41 1.26
H -4.21 -0.37 1.46
H -3.71 0.08 -0.20
H -2.52 0.12 1.11
C -1.39 3.26 -3.11
C -2.42 3.73 -2.09
C -2.33 5.26 -1.96
C -3.82 3.32 -2.52
O -2.19 3.18 -0.80
Si -0.92 2.33 -0.20
O -0.67 0.87 -0.73
O 0.33 3.40 -0.40
C 1.72 3.26 -0.23
C 2.21 4.53 0.48
C 2.36 3.15 -1.62
C 2.08 2.02 0.59
O -1.24 2.16 1.41
C -1.65 3.06 2.41
C -1.67 4.52 1.94
C -3.05 2.65 2.86
C -0.68 2.92 3.59
H -1.66 3.61 -4.11
H -1.35 2.17 -3.11
H -0.40 3.63 -2.85
H -2.48 5.73 -2.93
H -1.34 5.53 -1.59
H -3.07 5.64 -1.26
H -4.07 3.74 -3.50
H -4.55 3.66 -1.78
H -3.86 2.23 -2.58
H 1.85 5.40 -0.06
H 3.30 4.56 0.52
H 1.82 4.55 1.50
H 2.16 4.05 -2.20
H 1.94 2.30 -2.15
H 3.44 3.02 -1.54
H 1.53 2.03 1.54
H 3.15 1.99 0.81
H 1.79 1.13 0.05
H -2.40 4.63 1.14
H -0.70 4.80 1.54
H -1.93 5.18 2.77
H -3.72 2.69 2.00
H -3.42 3.31 3.65
H -3.02 1.63 3.23
H 0.33 3.21 3.28
H -0.64 1.89 3.92
H -0.99 3.55 4.42
```

Values from the calculation:
- total energy (eV) = -251772.875
- charge = -2
- M (g/mol) = 966.33
- E_LUMO (eV) = 3.7
- frontier orbital gap (eV) = 5.1
- ΔE to the lowest compared entry with this formula, charge and spin (kcal/mol) = 23.1
- highest occupied orbital energy (eV) = -1.3826

Entry 5:
Formula: C34H50BFN11S3Ti
Source: OMol25
Level of theory: ωB97M-V/def2-TZVPD

Geometry as XYZ:
```
101
Properties=species:S:1:pos:R:3
Ti -1.32 0.94 1.10
C 3.57 0.52 -3.31
C 3.91 -0.94 -3.00
C 3.71 -1.80 -4.24
C 5.38 -0.96 -2.56
N 3.08 -1.51 -1.91
C 3.58 -2.51 -1.07
C 2.59 -2.88 -0.25
N 1.46 -2.16 -0.58
B 0.16 -2.43 0.22
N -1.05 -2.60 -0.75
C -0.97 -3.71 -1.56
C -1.90 -3.61 -2.52
N -2.57 -2.41 -2.32
C -2.04 -1.81 -1.21
S -2.70 -0.38 -0.53
C -3.67 -1.91 -3.18
C -3.78 -2.81 -4.41
C -3.36 -0.49 -3.67
C -4.99 -1.96 -2.41
N -0.16 -1.49 1.44
C -1.22 -1.97 2.22
C -1.00 -1.64 3.49
N 0.21 -0.96 3.56
C 0.77 -0.91 2.30
S 2.34 -0.46 1.89
C 0.58 -0.29 4.85
C 1.89 0.48 4.81
C 0.68 -1.38 5.91
C -0.53 0.71 5.20
C 1.75 -1.34 -1.63
S 0.62 -0.44 -2.51
H 4.30 0.88 -4.03
H 3.66 1.13 -2.41
H 2.57 0.63 -3.71
H 4.34 -1.44 -5.06
H 2.67 -1.77 -4.55
H 3.98 -2.84 -4.03
H 5.97 -0.41 -3.30
H 5.79 -1.97 -2.51
H 5.50 -0.48 -1.59
H 4.60 -2.84 -1.10
H 2.59 -3.58 0.56
H 0.33 -3.53 0.70
H -0.24 -4.48 -1.38
H -2.13 -4.28 -3.33
H -2.82 -2.89 -4.93
H -4.50 -2.37 -5.09
H -4.13 -3.81 -4.16
H -2.34 -0.44 -4.05
H -3.47 0.25 -2.88
H -4.05 -0.24 -4.48
H -5.19 -2.98 -2.08
H -5.81 -1.63 -3.05
H -4.95 -1.31 -1.54
H -2.06 -2.46 1.77
H -1.64 -1.76 4.34
H 2.74 -0.16 4.59
H 2.01 0.93 5.80
H 1.86 1.28 4.07
H 1.39 -2.15 5.60
H -0.29 -1.86 6.11
H 1.03 -0.95 6.85
H -0.57 1.51 4.46
H -0.32 1.14 6.18
H -1.52 0.25 5.22
C 4.76 1.97 0.18
C 4.40 3.16 1.06
C 4.28 2.75 2.52
C 3.14 3.87 0.55
N 1.94 3.07 0.54
C 1.49 2.20 -0.37
N 0.50 1.54 0.12
N 0.27 2.04 1.38
N 1.15 2.95 1.69
H 5.71 1.53 0.50
H 4.86 2.25 -0.87
H 4.00 1.18 0.26
H 5.20 3.91 0.96
H 3.49 2.01 2.63
H 4.03 3.61 3.15
H 5.21 2.31 2.87
H 3.30 4.22 -0.48
H 2.92 4.75 1.17
H 1.90 2.05 -1.35
C -2.32 2.84 0.42
C -3.75 2.67 0.22
C -4.29 2.44 -1.06
C -5.64 2.21 -1.25
C -6.51 2.20 -0.17
C -6.00 2.44 1.11
C -4.65 2.67 1.30
C -7.91 1.97 -0.36
N -9.04 1.77 -0.52
H -2.08 3.55 1.21
H -1.80 3.10 -0.50
H -3.62 2.44 -1.92
H -6.02 2.03 -2.25
H -6.67 2.43 1.96
H -4.26 2.82 2.30
F -2.29 0.79 2.64
```

Values from the calculation:
- total energy (eV) = -111481.574
- charge = -1
- M (g/mol) = 786.73
- E_LUMO (alpha / beta) (eV) = 2.3 / 2.3
- frontier orbital gap (alpha / beta) (eV) = 4.8 / 4.8
- ΔE to the lowest compared entry with this formula, charge and spin (kcal/mol) = 6.7
- highest occupied orbital energy (alpha / beta) (eV) = -2.4885 / -2.4605

> The highest M belongs to which entry?

C34H50AsBrMgN2O7S5Si

> Look up the total energy of the first one.

-80944.147 eV